Below is C16H43ClO6PdSi2 as an isolated structure at a distorted geometry, with properties calculated with wB97M-V/def2-TZVPD.

Output
LUMO (spin up / spin down) (eV): 0.46 / -1.55
HOMO (spin up / spin down) (eV): -7.91 / -8.92

```
! RIJCOSX wB97M-V def2-TZVPD def2/J DEFGRID3
* xyz 0 3
C -3.3359 1.5398 -5.3341
H 4.1155 0.1643 -4.1254
O -0.6663 -0.6058 0.5547
H 0.3311 -3.7032 0.0571
H 3.0236 -2.3921 -3.1178
H 0.5946 3.2595 -0.1408
H -0.1305 3.8092 3.2754
Si -1.1481 4.1532 1.0430
H 0.4760 4.8850 -0.7775
C -2.8990 3.5271 0.7638
H -0.0733 0.9541 -6.5073
H -3.1354 3.4780 -0.3069
H -1.5346 6.2472 2.3773
O 1.4976 -0.1898 -3.7019
C 0.6170 -0.2029 -4.8575
C 0.5631 1.0894 -5.6268
C 0.3175 -4.1988 -0.9239
C -1.0764 5.9959 1.4023
Cl 0.7163 -0.5894 1.0052
H 2.9909 -2.6855 -1.2741
H -2.0507 6.2434 -6.1806
H -4.0567 3.2630 -4.2715
O 0.8311 -0.2251 2.3916
H -0.0348 6.3376 1.4144
H -0.4421 5.5344 -5.8448
H 1.5391 1.3763 -6.0177
H -1.7478 -2.4720 -1.7241
H -1.1177 6.7830 -4.7885
H -0.1365 -4.6460 -4.0052
H -4.0360 0.8502 -4.8550
H -2.9927 2.5207 1.1856
H 2.1226 1.7893 -4.1082
H -0.4106 -0.4489 -4.5393
C -1.3636 5.9136 -5.3983
C -0.3191 3.1535 2.4205
O 1.5015 0.4593 0.2020
H -2.4048 1.0005 -5.5464
H 1.0249 -1.0300 -5.4674
C 2.3908 -2.4356 -2.1928
O -2.1727 3.6214 -5.1187
Pd 1.4116 -0.6927 -1.6497
H -1.3589 -1.6017 -3.2276
H 1.8723 1.3569 -2.3727
C 2.2770 1.0055 -3.3534
H -0.6417 -4.7111 -1.0678
H -3.6371 4.1690 1.2541
H -3.0237 5.2835 -4.2096
C -0.1023 3.9974 -0.5021
H -0.6264 3.6348 -1.3994
H -1.6155 6.5392 0.6144
H -0.9538 2.3230 2.7435
H 4.2338 1.6704 -3.1934
O 1.3656 -1.8758 0.7234
C 0.5570 -3.7949 -4.0202
C 3.7499 0.6994 -3.2476
H -3.7828 1.8544 -6.2829
H 1.5732 -4.1631 -4.2062
H -2.6964 2.4180 -3.4787
H 1.1302 -4.9331 -0.9721
C -3.0922 2.7549 -4.4560
H 0.6297 2.7363 2.0700
H 0.2657 -3.1111 -4.8258
H -0.9323 -0.9315 -1.6375
C -0.9858 -1.8638 -2.2322
H -1.4069 4.7838 -3.5950
H 0.1266 1.9362 -5.0828
Si 0.5720 -3.0104 -2.3303
H 4.0136 0.1361 -2.3512
C -2.0340 4.8911 -4.4984
*
```

***

Below is a 2-piece molecular cluster, C5H9NO overall at a distorted geometry, with properties calculated with wB97M-V/def2-TZVPD.

Output
LUMO (eV): 0.79
HOMO (eV): -8.13

```
! RIJCOSX wB97M-V def2-TZVPD def2/J DEFGRID3
* xyz 0 1
H -0.1599 -0.0941 -1.9816
H -1.8155 1.2949 2.9146
N -1.1775 0.6783 -0.3271
C -2.1179 0.8223 1.9348
O 3.3837 -2.8032 -2.9059
H 0.9280 0.6243 2.2265
H 3.3735 -1.8462 -2.8387
H 2.0150 0.0786 -0.0867
C 0.3576 0.6357 1.2436
H 2.4870 -3.1295 -3.0414
C 0.9933 0.4260 -0.0365
C 0.0153 0.2998 -0.9864
H -3.0281 1.2825 1.4503
H -1.9004 1.0520 -0.9122
C -0.9794 0.8507 1.0028
H -2.3748 -0.1721 2.3438
*
```

***

ΔE to the lowest compared entry with this formula, charge and spin list, top to bottom, in kcal per mole: 22.2, 37.6